1.
Computed, not measured: a cluster of 10 separate species, C41H100N5O10 in total at a distorted geometry, with ωB97M-V/def2-TZVPD.

XYZ file:
```
156
Properties=species:S:1:pos:R:3:forces:R:3:lowdin_charge:R:1
C 1.9362 0.4504 1.2648 0.274 0.120 0.285 -0.07
C 0.8391 0.6988 0.2402 -0.520 -0.462 -0.446 -0.39
O 1.0078 1.8874 -0.4650 -0.888 -0.462 0.812 -0.30
H 1.9579 -0.4554 1.8662 -0.564 -0.496 -0.413 0.03
H 1.9870 1.2077 2.0412 -0.024 0.537 -0.273 0.04
H 2.8674 0.4555 0.7305 0.719 0.172 -0.264 0.05
H -0.1632 0.5917 0.7038 0.352 0.321 0.152 0.06
H 0.7928 -0.1249 -0.5037 0.418 -0.225 0.258 0.09
C 1.2081 -2.4832 3.9079 -1.061 0.862 0.341 -0.02
C -0.1632 -2.5585 3.2172 0.416 -0.618 2.306 -0.51
C 0.0472 -2.9274 1.7926 -0.675 -1.807 -0.507 -0.13
C -1.2132 -3.4147 1.0806 0.173 -1.294 1.078 -0.15
C -1.9390 -4.5463 1.8796 -0.571 1.521 -0.163 -0.11
C -2.1935 -4.0726 3.3344 -1.639 -0.519 -0.325 -0.51
N -0.9004 -3.6835 3.9143 -0.475 0.066 -0.005 -0.04
O -1.1421 -3.2786 5.2873 -0.046 0.432 -0.633 -0.04
C -3.3818 -3.0354 3.3648 0.971 -0.171 0.325 -0.03
C -2.8270 -5.3058 4.0243 0.531 0.542 2.327 -0.07
C -0.8305 -1.2156 3.4275 -0.862 0.265 -0.612 -0.02
H 1.7560 -1.8441 3.2345 0.967 -0.087 0.129 0.06
H 1.6252 -3.4428 4.1330 0.485 -0.636 -0.485 0.08
H 1.1121 -1.9855 4.8796 0.006 0.088 -0.214 0.07
H 0.4701 -2.0684 1.3204 0.445 0.466 -0.682 0.10
H 0.7181 -3.7972 1.7245 0.382 0.439 0.201 0.13
H -0.9491 -3.8190 0.1290 0.223 -0.098 -0.889 0.09
H -1.8672 -2.6043 0.9219 -1.028 0.955 -0.267 0.07
H -1.3974 -5.4923 1.8662 0.240 0.086 0.045 0.11
H -2.9539 -4.7384 1.4413 0.862 0.125 0.166 0.13
H -3.3331 -2.3403 2.5209 -0.160 0.120 0.470 0.06
H -4.2911 -3.6137 3.2792 -0.320 -0.036 -0.216 0.06
H -3.4189 -2.5628 4.3663 0.153 0.151 -0.749 0.09
H -3.2073 -5.1631 5.1052 0.830 0.189 -1.482 0.11
H -3.7099 -5.5933 3.4999 -0.469 -0.311 -0.668 0.06
H -2.1234 -6.1222 4.0376 0.274 -0.480 0.029 0.07
H -0.9008 -1.0305 4.4985 -0.428 0.098 -0.192 0.07
H -1.8068 -1.2495 2.9339 0.011 0.301 0.522 0.07
H -0.3558 -0.3401 2.9660 0.510 -0.445 0.093 0.07
H -0.9635 -4.0678 5.7948 0.219 -0.348 0.044 0.09
C 1.8650 -4.9449 -1.6981 -0.641 0.123 1.234 -0.05
C 2.8729 -4.3729 -2.6715 1.388 -1.819 -0.296 -0.53
C 2.4005 -3.1608 -3.4177 0.151 0.163 -1.013 -0.15
C 2.4537 -1.8996 -2.5884 -1.848 1.536 -0.210 -0.18
C 3.8088 -1.7196 -2.0117 1.339 2.630 0.214 -0.20
C 4.3858 -2.8537 -1.2384 0.005 -1.038 0.703 -0.49
N 4.2495 -4.0890 -2.1267 -0.718 1.601 0.304 -0.08
O 4.7089 -5.1999 -1.3985 0.401 -0.666 0.200 -0.05
C 5.9206 -2.6210 -1.0892 -1.811 1.231 0.155 -0.02
C 3.6871 -2.9272 0.1645 0.317 0.430 -0.424 -0.01
C 3.0547 -5.5706 -3.6469 0.149 -0.587 0.143 -0.06
H 2.3358 -5.6800 -0.9908 -0.478 0.404 -0.947 0.10
H 1.0510 -5.3854 -2.3197 0.469 0.068 0.815 0.09
H 1.4207 -4.1819 -1.0484 -0.125 -0.059 -0.221 0.05
H 2.9901 -3.0965 -4.3711 -0.241 0.273 0.855 0.14
H 1.3824 -3.3419 -3.7380 -0.412 -0.108 -0.110 0.11
H 1.6608 -1.9164 -1.7878 0.700 -0.189 -0.567 0.11
H 2.1510 -0.9893 -3.2132 0.480 -1.170 0.757 0.14
H 3.9795 -0.7788 -1.4195 -1.020 -0.751 0.184 0.13
H 4.5063 -1.3904 -2.7796 0.148 -0.755 -0.846 0.12
H 6.1239 -1.6402 -0.5286 -0.159 -1.620 -0.639 0.11
H 6.2982 -3.5179 -0.6308 0.733 0.022 0.285 0.06
H 6.1784 -2.5135 -2.1357 0.927 -0.051 -0.020 0.07
H 3.7930 -1.9349 0.6615 -0.087 -0.663 -0.361 0.09
H 2.6299 -3.1675 0.0945 -0.059 0.263 -0.086 0.04
H 4.1065 -3.6776 0.8208 0.378 -0.248 0.047 0.07
H 2.0810 -5.8493 -4.0846 0.367 0.346 -0.081 0.08
H 3.3445 -6.4693 -3.0454 0.028 0.726 -0.570 0.09
H 3.7905 -5.3939 -4.4506 -0.242 0.021 0.372 0.08
H 5.4975 -5.4710 -1.8913 -0.294 0.014 0.196 0.11
C -2.2336 -0.7926 -4.2614 -0.290 -0.331 0.256 -0.02
C -3.0119 -1.7205 -3.2977 -0.262 -1.182 -0.567 -0.45
C -2.1031 -1.9492 -2.0418 -1.671 -0.784 -0.312 -0.13
C -2.1337 -0.6589 -1.2663 -0.015 -0.517 0.796 -0.19
C -3.5350 -0.3259 -0.8125 -0.682 -0.822 -1.408 -0.11
C -4.5523 -0.1145 -2.0188 1.007 0.120 1.635 -0.49
N -4.4097 -1.2694 -2.9137 1.174 -0.034 0.561 -0.08
O -5.1236 -0.9216 -4.0896 -0.173 -0.235 -0.619 -0.04
C -5.9297 -0.1824 -1.3974 -0.331 -1.593 -2.278 -0.05
C -4.3913 1.2789 -2.6838 -0.401 -1.174 1.404 0.00
C -3.2338 -3.1199 -3.9612 0.099 0.927 1.377 -0.03
H -1.3532 -1.3085 -4.6707 -0.022 0.137 0.479 0.09
H -1.9356 0.1083 -3.7219 0.283 -0.111 -0.481 0.05
H -2.8167 -0.5393 -5.1307 -0.487 0.287 -0.229 0.07
H -2.5755 -2.8061 -1.4768 0.399 0.926 -0.188 0.12
H -1.0888 -2.3119 -2.3038 -0.473 0.460 -0.229 0.12
H -1.7455 0.1476 -1.8750 0.491 0.239 0.236 0.09
H -1.5645 -0.7843 -0.3516 0.583 0.297 0.023 0.09
H -3.4757 0.5159 -0.1616 -0.302 1.034 0.198 0.09
H -3.9194 -1.1417 -0.1846 -0.019 -0.120 -0.199 0.11
H -6.1383 -1.1810 -1.0198 0.014 -0.199 -0.123 0.09
H -6.0499 0.4598 -0.6081 -0.171 1.926 1.884 0.05
H -6.6381 0.0649 -2.1924 -0.325 -0.100 0.253 0.08
H -4.3310 1.9634 -1.8431 0.209 0.430 -0.128 0.09
H -3.5160 1.2956 -3.2808 0.748 0.416 -0.572 0.05
H -5.2775 1.4934 -3.2532 -0.208 0.177 -0.458 0.07
H -2.2919 -3.2836 -4.3961 1.181 -0.981 -0.860 0.05
H -3.9994 -3.1997 -4.6902 -0.631 0.487 -1.029 0.05
H -3.4852 -3.9110 -3.2543 0.286 0.174 0.392 0.08
H -5.6356 -1.7112 -4.3106 0.112 0.176 0.198 0.10
C 0.3797 1.0084 6.2859 1.418 -0.059 0.282 -0.06
C -0.0372 2.2405 5.4420 -1.550 -0.876 0.700 -0.42
C 0.8248 2.5285 4.2688 2.478 0.196 0.440 -0.28
O 0.4474 3.7250 3.6828 0.246 1.168 -1.477 -0.20
C 1.3240 4.0096 2.5343 -0.814 -0.693 0.540 -0.04
N -1.4338 2.0891 4.9421 0.385 -1.652 2.148 0.05
H 0.5709 0.1449 5.6199 0.100 0.471 0.282 0.05
H -0.3623 0.6290 7.0151 0.025 0.653 -0.434 0.07
H 1.3359 1.2214 6.9034 -1.405 -0.288 -1.122 0.10
H 0.0032 3.1288 6.0473 0.239 0.519 0.636 0.12
H 0.8642 1.7517 3.5275 -0.378 -0.794 -0.252 0.09
H 1.9030 2.6851 4.5935 -0.806 -0.536 0.077 0.15
H 1.1947 5.0602 2.2765 0.378 0.035 0.373 0.08
H 0.9904 3.4546 1.6363 0.215 -0.145 0.449 0.07
H 2.3578 3.6881 2.8165 -0.615 0.645 -0.415 0.09
H -2.0928 2.0455 5.7660 0.870 0.477 -1.613 0.10
H -1.5783 2.8380 4.3148 -0.834 0.989 -0.424 0.03
C 1.2370 6.4403 -2.3924 0.273 0.829 -0.236 -0.06
C -0.1654 6.8309 -1.8495 0.786 0.164 1.435 -0.43
C -0.2439 6.8381 -0.2592 1.359 -1.138 -2.551 -0.23
O -1.4400 7.2536 0.2676 -2.228 0.897 0.205 -0.21
C -2.6573 6.7418 -0.3630 0.429 1.311 -0.021 -0.07
N -0.4833 8.1749 -2.3251 -0.673 0.549 -0.423 0.02
H 1.9503 7.3113 -2.2459 -0.734 -1.075 0.246 0.09
H 1.1126 6.4240 -3.4830 0.092 -0.212 0.022 0.06
H 1.6893 5.4702 -2.0781 -0.601 0.846 0.097 0.05
H -0.8873 6.0864 -2.1527 -0.270 -0.318 -0.424 0.10
H 0.5676 7.4890 0.0602 -0.129 0.172 0.451 0.13
H -0.0194 5.8052 0.0252 0.118 -0.109 0.206 0.12
H -2.7084 7.1563 -1.4473 -0.270 -0.829 1.829 0.10
H -3.5409 7.0823 0.2806 1.375 -0.272 -1.034 0.10
H -2.6157 5.6581 -0.3322 -0.155 -0.291 -0.301 0.07
H -1.0220 8.6978 -1.6306 0.130 -0.301 -0.314 0.06
H -1.0021 8.2001 -3.2171 0.446 -0.161 0.758 0.08
C 5.5282 2.9390 0.8547 1.050 -2.606 0.570 -0.22
O 5.2520 3.4779 -0.3893 -2.288 -0.050 -0.281 -0.13
H 5.7769 3.6615 1.6052 0.204 0.707 0.454 0.05
H 4.7934 2.2327 1.3236 -0.196 0.807 -0.697 0.08
H 6.3951 2.2302 0.7395 -0.269 0.802 0.168 0.08
H 4.2460 3.4594 -0.4897 1.455 0.533 -0.053 0.06
C -1.9577 2.1404 1.6398 -1.836 1.539 1.254 -0.18
O -2.1415 2.7147 0.3719 1.142 -0.418 -0.952 -0.13
H -2.9923 2.2831 2.0647 1.143 -0.578 0.333 0.10
H -1.6540 1.1074 1.6543 -0.173 -0.459 -0.131 0.04
H -1.2372 2.7271 2.2364 -0.227 -0.263 -0.135 0.06
H -1.2832 2.5664 -0.0620 -0.069 0.282 -0.472 0.06
C 2.9404 3.0351 -2.2153 -1.171 -0.311 -2.748 -0.21
O 2.4847 3.7632 -1.1399 0.991 0.831 1.458 -0.18
H 3.8075 3.4646 -2.7321 0.307 -0.156 0.790 0.09
H 2.9914 1.9628 -2.0226 0.580 0.010 0.205 0.08
H 2.1633 3.0960 -2.9975 0.175 -0.228 -0.100 0.06
H 1.9029 3.1297 -0.6465 -0.278 -0.337 0.123 0.02
C -0.4967 2.8237 -3.2466 -0.220 -1.130 0.154 -0.18
O 0.0978 1.6017 -2.8260 -0.373 -0.223 0.638 -0.22
H -0.9125 2.6698 -4.2632 0.479 0.142 0.265 0.08
H -1.3776 3.1325 -2.6543 0.320 -0.040 0.238 0.07
H 0.2545 3.6055 -3.2387 -0.062 0.537 -0.164 0.04
H 0.4297 1.6129 -1.8080 -0.285 0.917 -1.240 0.04
```
Positions in Å, forces in eV/Å.

- HOMO energy: -5.750 eV
- M: 823.28 g mol⁻¹
- Spin multiplicity: 1
- DFT total energy: -72058.1593 eV
- Net charge: -1
- E_LUMO: 2.2 eV


2.
Computed, not measured: a structure of composition C4H5LiNaO at a distorted geometry, with ωB97M-V/def2-TZVPD.

XYZ file:
```
12
Properties=species:S:1:pos:R:3:forces:R:3:lowdin_charge:R:1
C -2.6487 -0.8615 0.2008 1.300 0.051 0.097 -0.04
C -1.3994 -1.0198 0.3702 -0.972 -1.734 -0.032 -0.04
H -1.8314 -1.0070 -0.8088 0.095 0.132 0.149 0.09
H -0.5013 -1.6630 0.5846 -0.994 1.499 -0.294 0.12
Na -5.2867 -0.8406 -0.1470 0.577 0.063 0.079 0.79
C 0.7206 1.0550 0.1278 0.659 0.718 -0.452 -0.11
C 1.7853 0.6617 -0.6404 -0.723 -0.473 0.590 -0.46
O 2.8822 0.1343 -0.1839 0.308 -0.080 0.548 -0.34
Li 3.7931 0.0446 1.3230 -0.323 0.075 -0.786 0.81
H 0.8265 1.0841 1.2163 -0.036 -0.073 -0.197 0.03
H -0.0034 1.7473 -0.3036 -0.090 -0.473 0.025 0.03
H 1.6633 0.6650 -1.7389 0.199 0.294 0.272 0.10
```
Positions in Å, forces in eV/Å.

- HOMO energy: -9.666 eV
- M: 99.01 g mol⁻¹
- Spin multiplicity: 1
- Relative energy (zero: lowest compared OMol25 entry of this formula, charge and spin): 356.83 kJ/mol
- DFT total energy: -10888.3164 eV
- Net charge: +1
- E_LUMO: -4.3 eV


3.
Computed, not measured: a cluster of 2 separate species, C6H15NO3P2 in total at a distorted geometry, with ωB97M-V/def2-TZVPD.

XYZ file:
```
27
Properties=species:S:1:pos:R:3:forces:R:3:lowdin_charge:R:1
C 1.8147 3.9855 -0.9908 0.690 -0.122 -0.307 0.02
C -1.4007 3.4428 -0.3226 -0.504 -0.781 -0.537 -0.05
C -1.5402 -2.5019 -1.0324 0.418 -0.034 0.218 -0.29
C -1.3189 -2.4074 1.7333 0.395 -0.040 -0.205 -0.29
C 2.0283 0.2763 1.2764 -0.506 -0.059 -0.558 -0.14
C 1.7895 -0.0679 -1.6282 -0.428 0.041 0.599 -0.14
N 0.7913 4.1138 -0.4636 -1.158 -0.183 0.286 -0.13
O 0.8072 -1.8287 0.1580 0.278 0.157 -0.044 -0.55
O -0.4143 0.4549 -0.0250 -0.398 0.230 0.004 -0.34
O -0.3641 4.2945 0.1515 0.757 0.775 0.454 -0.11
P -0.3443 -3.0472 0.2836 -0.667 0.733 -0.001 0.85
P 0.8875 -0.2311 -0.0513 0.890 -0.767 0.025 0.47
H -1.6223 3.6506 -1.3728 0.052 0.100 0.086 0.10
H -2.2608 3.6873 0.2958 0.080 0.082 -0.004 0.10
H -1.1336 2.3911 -0.2007 0.029 0.152 0.026 0.05
H -2.4278 -3.1315 -0.9879 -0.037 -0.068 0.019 0.03
H -1.8152 -1.4575 -0.8821 -0.032 -0.032 -0.003 0.02
H -1.0859 -2.6176 -2.0184 -0.017 -0.047 0.038 0.03
H -2.2608 -2.9540 1.8012 0.008 -0.025 -0.017 0.03
H -0.7584 -2.5681 2.6581 -0.059 -0.013 -0.088 0.03
H -1.5186 -1.3394 1.6098 -0.040 -0.109 -0.019 0.03
H 1.4910 0.2585 2.2212 -0.063 -0.023 0.054 0.05
H 2.8846 -0.3858 1.3261 0.131 -0.098 -0.029 0.05
H 2.3522 1.2932 1.0694 0.067 0.124 0.017 0.04
H 1.8588 0.9928 -1.8627 0.064 0.063 -0.041 0.03
H 2.7825 -0.5000 -1.5533 0.100 -0.052 0.024 0.05
H 1.2293 -0.5761 -2.4112 -0.050 -0.005 0.005 0.05
```
Positions in Å, forces in eV/Å.

- HOMO energy: -9.037 eV
- M: 211.14 g mol⁻¹
- Spin multiplicity: 1
- DFT total energy: -32674.4860 eV
- Net charge: 0
- E_LUMO: 0.8 eV


4.
Computed, not measured: the ion C4H9N2 with charge +1 at a distorted geometry, with ωB97M-V/def2-TZVPD.

XYZ file:
```
15
Properties=species:S:1:pos:R:3:forces:R:3:lowdin_charge:R:1
C -1.3906 -1.4857 0.3595 1.155 -0.117 -1.509 -0.02
C -0.4018 -0.4944 0.1815 -2.466 -0.560 0.705 -0.43
C 1.3485 0.9419 -0.0824 0.368 4.813 2.722 -0.08
C -0.0876 0.8556 0.5432 2.172 3.188 -1.462 -0.11
N 0.0337 -1.8371 0.4258 0.986 -1.170 0.753 0.16
N -1.0687 -0.9758 -1.0619 -1.687 -1.410 -2.306 0.21
H -2.2305 -1.9357 0.8304 -0.670 0.144 0.035 0.16
H 2.1492 0.5091 0.4711 0.190 -0.672 0.939 0.08
H 1.6968 2.0385 -0.1901 -0.747 -1.637 0.044 0.13
H 1.3821 0.5215 -0.9835 0.023 -1.554 -3.935 0.02
H -0.7404 1.7393 0.0388 1.111 -2.544 1.337 0.19
H 0.0884 1.0494 1.6066 -0.857 -0.356 -0.105 0.13
H 0.3393 -2.0558 1.3738 -0.082 0.453 0.130 0.14
H -0.6322 -1.7356 -1.6957 -0.135 1.509 1.496 0.22
H -1.7726 -0.4349 -1.6171 0.640 -0.089 1.156 0.20
```
Positions in Å, forces in eV/Å.

- HOMO energy: -14.603 eV
- M: 85.13 g mol⁻¹
- Spin multiplicity: 1
- Relative energy (zero: lowest compared OMol25 entry of this formula, charge and spin): 474.13 kJ/mol
- DFT total energy: -7263.2277 eV
- Net charge: +1
- E_LUMO: -3.3 eV